Formula: C11H42N6O14
Source: OMol25
Level of theory: ωB97M-V/def2-TZVPD

```
73
Properties=species:S:1:pos:R:3:lowdin_charge:R:1
C -4.96 2.38 0.78 -0.689
O -5.23 1.96 1.91 0.007
N -3.75 2.18 0.18 0.163
N -5.84 3.03 0.00 0.147
H -3.05 1.59 0.60 0.082
H -3.66 2.47 -0.77 0.060
H -6.72 3.24 0.46 0.110
H -5.69 3.24 -0.96 0.092
C 0.72 0.26 0.66 -0.601
O 1.47 0.99 1.34 -0.005
N 0.98 -1.06 0.57 0.191
N -0.23 0.70 -0.16 0.184
H 0.38 -1.73 0.12 0.045
H 1.89 -1.33 0.90 0.085
H -0.31 1.70 -0.27 0.066
H -0.90 0.03 -0.52 0.068
C -2.70 -1.90 0.72 -0.639
O -2.59 -0.79 0.20 0.001
N -1.88 -2.96 0.41 0.158
N -3.70 -2.25 1.56 0.171
H -1.25 -2.83 -0.36 0.041
H -2.11 -3.88 0.74 0.100
H -3.63 -3.14 2.00 0.098
H -4.25 -1.46 1.86 0.122
C 1.34 1.31 -3.44 -0.275
C 0.82 1.63 -4.84 -0.243
O 1.71 2.52 -5.48 -0.051
O 1.32 2.33 -2.47 -0.070
H 2.30 0.79 -3.40 0.122
H 0.66 0.56 -2.99 0.090
H -0.18 2.03 -4.64 0.103
H 0.67 0.72 -5.44 0.114
H 2.36 1.97 -5.93 0.083
H 0.39 2.51 -2.24 0.024
C 0.25 4.44 1.33 -0.221
C 1.24 4.66 2.47 -0.253
O 1.44 3.47 3.22 -0.066
O 0.78 3.48 0.41 -0.099
H 0.25 5.40 0.81 0.115
H -0.74 4.10 1.65 0.119
H 0.79 5.41 3.13 0.111
H 2.19 5.15 2.26 0.117
H 1.71 2.76 2.64 0.044
H 0.80 2.63 0.89 0.020
C 3.08 -3.34 3.67 -0.236
C 1.82 -3.81 2.92 -0.229
O 2.22 -5.03 2.28 -0.069
O 2.95 -2.06 4.27 -0.070
H 3.96 -3.25 3.04 0.123
H 3.28 -4.07 4.45 0.123
H 1.46 -3.09 2.18 0.091
H 0.98 -3.97 3.59 0.120
H 1.41 -5.50 2.09 0.076
H 2.46 -2.12 5.10 0.094
C -1.21 -3.27 -2.89 -0.230
C 0.24 -3.03 -2.44 -0.184
O 0.45 -3.38 -1.07 -0.114
O -1.35 -4.69 -3.12 -0.066
H -1.44 -2.71 -3.80 0.122
H -1.94 -2.96 -2.15 0.099
H 0.45 -1.96 -2.53 0.112
H 0.85 -3.67 -3.07 0.128
H 0.27 -4.32 -0.92 0.104
H -2.14 -4.77 -3.66 0.086
O 4.02 -0.56 1.76 -0.057
H 3.53 -0.90 2.52 0.008
H 4.79 -0.13 2.15 0.050
O -1.44 2.51 -2.14 -0.031
H -1.85 1.86 -2.72 0.069
H -2.05 3.25 -2.13 0.068
O 4.11 2.36 1.25 -0.061
H 3.55 1.61 1.01 -0.004
H 4.48 2.67 0.42 0.037
```

Properties
E_HOMO = -8.87 eV
SMILES string = NC(N)=O.NC(N)=O.NC(N)=O.OCCO.OCCO.OCCO.OCCO.O.O.O
lowest unoccupied orbital energy = -0.25 eV
ΔE to the lowest compared entry with this formula, charge and spin = 11.9 kcal per mole
strongest force on any atom = 2.45 eV/A